Record 1
72
Properties=species:S:1:pos:R:3:forces:R:3 method="wB97M-V/def2-TZVPD" total_charge=-2 homo_lumo_gap_ev=6.19
Al 0.53332 0.30568 -0.37685 0.0 -0.1 0.1
C 4.18403 4.31528 3.53613 0.0 0.0 0.0
C 3.17696 3.30770 3.04714 0.0 0.0 0.0
C 1.81946 3.44705 3.32189 0.0 0.0 0.0
C 0.90923 2.53301 2.83685 0.0 0.0 0.0
C 1.30590 1.43225 2.06816 0.1 0.0 0.0
N 0.35698 0.54017 1.56163 -0.1 0.0 0.0
C -0.44648 -0.13046 2.42684 0.0 0.0 0.0
C -0.20348 -0.12705 3.82588 0.0 0.0 0.0
C -1.02087 -0.76819 4.72753 0.0 0.0 0.0
C -2.14118 -1.47893 4.31007 0.0 0.0 0.0
C -3.03739 -2.20037 5.28089 0.0 0.0 0.0
C -2.36374 -1.53488 2.94285 0.0 0.0 0.0
C -1.55157 -0.91552 1.99642 0.0 0.0 0.0
C -1.87791 -1.06860 0.50303 0.0 0.0 0.0
O -0.87198 -0.81479 -0.37429 0.0 0.1 0.0
C -3.05642 -0.11051 0.15382 0.0 0.0 0.0
F -2.65203 1.15857 0.23895 0.0 0.0 0.0
F -4.13293 -0.23653 0.96473 0.1 0.0 0.0
F -3.51389 -0.29938 -1.10414 0.0 0.0 0.0
C -2.31961 -2.53605 0.17987 0.0 -0.1 0.0
F -2.33077 -2.78035 -1.13562 0.0 0.0 0.1
F -3.57286 -2.85637 0.61154 0.1 0.0 0.0
F -1.48218 -3.41906 0.73693 0.0 0.0 0.0
C 2.67020 1.30066 1.75865 -0.1 0.0 0.0
C 3.57332 2.23417 2.26563 0.0 0.0 0.0
C 3.11259 0.12790 0.86347 0.0 0.0 0.0
O 2.24581 -0.19039 -0.12891 0.0 0.0 0.0
C 4.44990 0.44839 0.12167 0.1 0.0 0.0
F 4.38871 1.65201 -0.46946 0.0 0.0 0.0
F 4.71584 -0.44282 -0.83102 0.0 0.0 0.0
F 5.54893 0.46913 0.93121 0.0 0.0 0.0
C 3.35881 -1.11460 1.77206 0.0 0.0 0.1
F 3.96179 -2.12146 1.11500 0.0 0.0 0.0
F 2.21516 -1.59493 2.26137 0.0 0.0 0.0
F 4.14719 -0.82912 2.84083 0.0 0.0 -0.1
H 3.81644 4.84296 4.41849 0.0 0.0 0.0
H 5.12829 3.83487 3.80012 0.0 0.0 0.0
H 4.40281 5.06606 2.77144 0.0 0.0 0.0
H 1.47129 4.29131 3.90937 0.0 0.0 0.0
H -0.14847 2.65164 3.03668 0.0 0.0 0.0
H 0.66857 0.39470 4.19402 0.0 0.0 0.0
H -0.77437 -0.72047 5.78528 0.0 0.0 0.0
H -2.99379 -1.74087 6.27134 0.0 0.0 0.0
H -4.07927 -2.17939 4.95277 0.0 0.0 0.0
H -2.75671 -3.25249 5.39789 0.0 0.0 0.0
H -3.22583 -2.09098 2.60312 0.0 0.0 0.0
H 4.62798 2.12988 2.05126 0.0 0.0 0.0
C -4.09288 -1.71207 -6.48495 0.0 0.0 0.0
C -2.81371 -1.47135 -5.72695 0.0 0.0 0.0
C -2.82443 -1.30092 -4.34541 0.0 0.0 0.0
C -1.64694 -1.10253 -3.64130 0.0 0.0 0.0
C -0.43828 -1.07590 -4.31885 0.0 0.0 0.0
C -0.40743 -1.22777 -5.69597 0.0 0.0 0.0
C -1.59195 -1.42804 -6.39228 0.0 0.0 0.0
S 1.06355 -0.84552 -3.36505 -0.1 0.0 0.0
O 2.05131 -0.44988 -4.35207 0.0 0.0 0.0
O 1.27310 -2.07767 -2.64952 0.0 0.0 0.0
N 0.70972 0.30364 -2.35301 0.0 -0.1 0.1
C 0.52410 1.62151 -2.93100 -0.1 0.0 -0.1
C 0.26913 2.62498 -1.81202 0.1 0.1 0.0
O 0.10808 3.80783 -2.07254 0.0 -0.1 0.0
O 0.25379 2.11214 -0.62166 0.0 0.0 0.0
H -4.95904 -1.39954 -5.90076 0.0 0.0 0.0
H -4.21866 -2.77257 -6.71996 0.0 0.0 0.0
H -4.10486 -1.16412 -7.42936 0.0 0.0 0.0
H -3.76680 -1.31598 -3.80807 0.0 0.0 0.0
H -1.64974 -0.95939 -2.56838 0.0 0.0 0.0
H 0.54631 -1.17571 -6.20484 0.0 0.0 0.0
H -1.56804 -1.54242 -7.47189 0.0 0.0 0.0
H -0.34542 1.66670 -3.60287 0.0 0.0 0.0
H 1.39329 1.95571 -3.50380 0.0 0.0 0.0

Record 2
60
Properties=species:S:1:pos:R:3:forces:R:3 method="wB97M-V/def2-TZVPD" total_charge=-1 homo_lumo_gap_ev=6.82 e_above_lowest_kj_mol=28.5
Ca 0.09186 0.76606 -0.56251 0.2 -1.6 -0.6
S 2.28923 1.24622 -2.13365 0.1 -0.2 -0.2
C 2.05708 -0.20501 -3.09755 0.0 0.0 -0.1
C 3.13954 -1.06844 -3.35103 0.0 0.0 0.0
C 3.03056 -2.18074 -4.16325 0.0 0.0 0.0
C 1.82258 -2.47721 -4.78684 0.0 0.0 0.0
C 0.73563 -1.65484 -4.55319 0.0 0.1 0.0
C 0.82981 -0.56338 -3.68969 0.0 0.0 -0.1
S -0.60712 0.46321 -3.37457 0.0 -0.1 0.1
C -1.91096 -0.79748 -3.22422 0.0 0.1 0.0
C -2.69406 -0.84938 -1.92556 0.1 0.1 0.0
C -3.71882 -1.79293 -1.85530 0.0 0.0 0.0
C -4.37619 -1.98228 -0.66111 0.0 -0.1 0.0
C -4.02093 -1.20136 0.42793 -0.1 0.0 0.0
C -3.03051 -0.25270 0.26831 0.1 0.1 -0.1
C -2.63085 0.61765 1.42154 0.1 0.0 0.0
S -0.98673 0.19672 2.11188 -0.1 0.0 -0.1
C -1.05142 -1.56483 2.33171 0.0 -0.1 0.1
C -1.53417 -2.01680 3.56643 0.0 0.0 -0.1
C -1.55699 -3.36012 3.88745 0.0 0.0 -0.1
C -1.06201 -4.26687 2.94999 0.0 0.0 0.0
C -0.57311 -3.83024 1.73656 0.0 0.0 0.0
C -0.54690 -2.46566 1.36096 -0.1 0.0 0.0
S 0.08783 -2.05551 -0.21491 0.1 -0.2 0.2
N -2.36696 -0.08518 -0.88982 -0.2 -0.1 0.0
H 4.08384 -0.82636 -2.87937 0.0 0.0 0.0
H 3.89294 -2.81821 -4.31988 0.0 0.0 0.0
H 1.72942 -3.33091 -5.44669 0.0 0.0 0.0
H -0.19961 -1.86094 -5.06058 0.0 0.0 0.0
H -2.61346 -0.67467 -4.04950 0.0 0.0 0.0
H -1.43298 -1.76905 -3.34183 0.0 0.0 0.0
H -3.95714 -2.38963 -2.72732 0.0 0.0 0.0
H -5.14963 -2.73559 -0.57081 0.0 0.0 0.0
H -4.49645 -1.32909 1.39121 0.0 0.0 0.0
H -2.50788 1.65060 1.08723 0.0 0.0 0.0
H -3.37794 0.57311 2.21086 0.0 0.0 0.0
H -1.89019 -1.28152 4.27959 0.0 0.0 0.0
H -1.93248 -3.69400 4.84687 0.0 0.0 0.0
H -1.05323 -5.32749 3.17683 0.0 0.0 0.0
H -0.18683 -4.54178 1.01773 0.0 0.0 0.0
C 2.83318 -0.16990 1.62214 0.0 0.1 0.1
C 2.58344 1.30675 1.72307 0.0 0.0 -0.1
C 3.41413 2.15119 2.49146 0.1 -0.1 0.0
C 3.19012 3.49473 2.50797 0.0 0.1 0.0
C 2.11819 4.04526 1.77179 0.0 -0.1 0.0
C 1.82016 5.42715 1.68320 0.1 0.0 0.1
Br 2.89096 6.71191 2.59721 0.0 0.0 0.0
C 0.76934 5.86350 0.93723 -0.1 0.0 -0.1
C -0.05185 4.94618 0.26555 -0.1 0.0 0.0
Br -1.52481 5.61275 -0.72353 0.0 0.0 0.0
C 0.13108 3.56620 0.31132 -0.1 0.0 0.0
O -0.64674 2.71020 -0.25764 -0.1 1.4 0.6
C 1.29937 3.13255 1.07076 0.0 -0.1 0.0
N 1.56460 1.79324 1.05315 0.1 0.6 0.2
H 3.76678 -0.44682 2.11145 0.0 0.0 0.0
H 2.87513 -0.46705 0.57304 0.0 0.0 0.0
H 2.01643 -0.73572 2.07864 0.0 0.0 0.0
H 4.23704 1.72120 3.04854 0.0 0.0 0.0
H 3.83280 4.15303 3.07844 0.0 0.0 0.0
H 0.55584 6.92028 0.86228 0.0 0.0 0.0

Record 3
66
Properties=species:S:1:pos:R:3:forces:R:3 method="wB97M-V/def2-TZVPD" s_squared=6.0098 total_charge=-2 homo_lumo_gap_ev="6.01 / 6.08" multiplicity=5 e_above_lowest_kj_mol=18.3
Fe -0.84815 0.06747 -0.11196 0.1 0.0 0.2
Cl -5.40975 -4.27355 -3.02645 0.0 0.0 0.0
C -3.92485 -3.41856 -2.67023 0.0 0.0 0.0
C -3.99191 -2.24458 -1.92251 0.0 0.0 0.0
C -2.84331 -1.53284 -1.60428 -0.2 0.0 0.0
N -2.78549 -0.40296 -0.79641 0.1 0.0 -0.1
C -3.85218 0.27989 -0.39704 0.1 0.0 0.0
O -5.05784 0.10860 -0.63264 0.0 0.0 0.0
C -3.46368 1.45049 0.49537 -0.1 0.0 -0.1
C -4.43732 2.15954 1.18716 0.0 0.0 0.0
C -4.04128 3.18961 2.02218 0.0 0.0 0.0
C -2.68882 3.49076 2.12885 -0.1 0.0 0.0
C -1.79099 2.74638 1.38329 0.0 0.1 0.0
N -2.17323 1.75521 0.58817 0.1 -0.1 0.0
C -1.58084 -1.98632 -2.08075 0.2 0.0 -0.1
C -1.54640 -3.16634 -2.82876 0.0 0.0 0.0
C -2.70359 -3.88135 -3.11280 0.0 0.1 0.0
Cl -2.56968 -5.34191 -4.06290 0.0 0.0 0.0
N -0.45765 -1.21936 -1.86350 -0.2 -0.1 0.1
C 0.72273 -1.89417 -1.75054 -0.1 0.0 0.0
O 1.73594 -1.68288 -2.40104 0.1 0.0 0.0
C 0.81243 -2.90772 -0.60962 0.0 0.0 0.0
C 1.87890 -3.79282 -0.53589 0.0 0.0 0.0
C 1.99009 -4.60106 0.58300 0.0 0.0 0.0
C 1.04548 -4.48606 1.59109 0.0 0.0 0.0
C 0.01519 -3.57036 1.42601 0.0 0.0 0.0
N -0.10730 -2.80822 0.34622 0.0 0.0 0.0
H -4.94532 -1.88814 -1.56590 0.0 0.0 0.0
H -5.46959 1.86802 1.05435 0.0 0.0 0.0
H -4.77422 3.74800 2.59273 0.0 0.0 0.0
H -2.33322 4.27686 2.78165 0.0 0.0 0.0
H -0.72420 2.93875 1.41604 0.0 0.0 0.0
H -0.60390 -3.51622 -3.23093 0.0 0.0 0.0
H 2.60774 -3.80319 -1.33429 0.0 0.0 0.0
H 2.81665 -5.29552 0.68034 0.0 0.0 0.0
H 1.11294 -5.07258 2.49809 0.0 0.0 0.0
H -0.73288 -3.42003 2.19814 0.0 0.0 0.0
O 2.73771 -0.75566 4.94368 0.0 0.0 0.0
C 2.02664 -0.59622 3.97022 0.0 -0.1 0.0
C 2.49195 -0.28272 2.57032 0.0 0.0 0.0
O 3.65400 -0.10553 2.21569 0.0 0.0 0.0
C 1.28294 -0.21372 1.76530 -0.1 -0.1 0.1
C 0.11941 -0.40746 2.56693 0.0 0.0 -0.1
O -1.03633 -0.33459 2.06058 0.1 -0.1 0.0
C 0.51630 -0.67863 3.95429 0.0 0.0 0.0
O -0.19842 -0.91725 4.91610 0.0 0.0 0.0
O 1.16976 0.01343 0.51510 0.0 0.1 0.0
O 0.19061 2.27191 -0.95397 0.0 0.1 -0.2
C 1.06474 2.96584 -1.42831 0.0 -0.1 0.0
C 1.47369 4.27320 -0.79699 0.1 0.0 0.0
C 2.88857 4.02702 -0.19894 0.0 0.0 0.0
C 3.19080 2.56157 0.18674 -0.1 0.0 0.0
C 3.67674 1.64358 -0.95247 0.0 0.0 0.0
C 2.63782 1.30057 -2.02210 0.0 0.1 0.0
N 1.91706 2.53226 -2.43022 0.0 -0.1 0.0
H 0.74471 4.52735 -0.02838 0.0 0.0 0.0
H 1.49631 5.08167 -1.53266 0.0 0.0 0.0
H 2.99840 4.66002 0.68454 0.0 0.0 0.0
H 3.64705 4.36763 -0.91269 0.0 0.0 0.0
H 2.31581 2.10410 0.65508 0.0 0.0 0.0
H 3.96862 2.55968 0.95182 0.0 0.0 0.0
H 4.01800 0.71291 -0.49444 0.0 0.0 0.0
H 4.54737 2.11963 -1.42938 0.0 0.0 0.0
H 1.90483 0.60240 -1.64096 0.0 0.0 0.0
H 3.09503 0.83668 -2.89444 0.0 0.0 0.0
H 2.57936 3.25750 -2.67464 0.0 0.0 0.0